Density functional theory data (ωB97M-V with the def2-TZVPD basis set) for the molecule C7H8O at a distorted geometry.

The geometry in XYZ format:
```
16
Properties=species:S:1:pos:R:3:mulliken_charge:R:1
C -2.75735 0.26837 0.25233 -0.98
C -0.48210 -0.21400 -0.10322 0.57
C 0.02642 1.06845 -0.10938 -0.06
C 1.35842 1.31810 -0.00773 -0.30
C 2.33170 0.30414 0.04424 -0.42
C 1.81055 -1.11778 0.06431 -0.57
C 0.44138 -1.27814 -0.00676 -0.33
H -2.90515 1.17913 -0.43825 0.24
H -3.71051 -0.05075 0.27204 0.33
H -2.43168 0.52343 1.09008 0.52
H -0.72407 2.02892 -0.26260 0.06
H 1.69079 2.37645 -0.04971 0.29
H 3.47401 0.59911 0.35710 0.21
H 2.58859 -1.75606 0.12245 0.48
H -0.04174 -2.23724 -0.00483 0.38
O -1.78930 -0.59473 -0.23612 -0.42
```

Computed properties:
**Frontier orbital gap**: 9.483 eV
**E**: -9433.5024 eV
**Energy relative to the best compared isomer or geometry (same formula, charge and spin)**: 63.2 kcal per mole

Density functional theory data (ωB97M-V with the def2-TZVPD basis set) for the molecule C7H8O2 at a distorted geometry.

The geometry in XYZ format:
```
17
Properties=species:S:1:pos:R:3:mulliken_charge:R:1
C 2.87682 -1.28523 0.09504 -0.31
C 1.56858 -1.08718 -0.01512 -0.52
C 0.12844 -0.41875 -0.37383 -0.06
C -1.09727 -1.45126 -0.21836 -0.53
C -2.29446 -0.38426 -0.52265 0.49
O -3.33175 -0.51174 -1.24513 -0.55
O -1.83773 0.76834 0.25041 -0.35
C -0.42796 0.72790 0.66495 0.33
C 0.52862 1.98106 0.29932 -1.06
H 4.01025 -1.24902 0.34197 0.34
H 0.18574 -0.07778 -1.48343 0.41
H -1.07248 -2.37511 -0.91666 0.32
H -1.35647 -1.83396 0.85218 0.28
H -0.17167 0.29091 1.70123 0.33
H -0.15441 2.82069 -0.10280 0.32
H 1.15419 2.33001 1.21531 0.27
H 1.29157 1.75539 -0.54245 0.28
```

Computed properties:
**Frontier orbital gap**: 10.553 eV
**E**: -11478.4452 eV
**Energy relative to the best compared isomer or geometry (same formula, charge and spin)**: 118.0 kcal per mole

Density functional theory data (ωB97M-V with the def2-TZVPD basis set) for C7H8O2 as an isolated structure at a distorted geometry.

The geometry in XYZ format:
```
17
Properties=species:S:1:pos:R:3:mulliken_charge:R:1
C 1.96259 -0.40613 -0.45121 -0.79
C 0.12811 -0.98971 0.14511 0.07
C -2.11086 -0.77272 -0.04850 -0.39
C -1.80210 0.53345 -0.43215 -0.69
C -0.48148 1.18601 0.07928 -0.20
C 1.21952 0.84896 0.10948 -0.38
C 0.23670 0.22624 0.99501 -0.11
H 2.95777 -0.30158 -0.19302 0.52
H 1.77967 -0.25179 -1.57292 0.27
H 0.00977 -0.75211 -0.95559 0.42
H -3.05130 -1.30327 -0.13594 0.41
H -2.50783 1.12675 -0.89709 0.47
H -0.61151 2.21627 0.43255 0.41
H 1.81949 1.69350 0.40758 0.44
H 0.14875 0.24757 2.11168 0.43
O 1.40337 -1.57634 0.06344 -0.47
O -1.10066 -1.72509 0.34227 -0.42
```

Computed properties:
**Frontier orbital gap**: 9.672 eV
**E**: -11478.2758 eV
**Energy relative to the best compared isomer or geometry (same formula, charge and spin)**: 121.9 kcal per mole